Entry 1:
This record from the OMol25 dataset describes the molecule C2H4N4 in a non-equilibrium geometry. The level of theory is ωB97M-V/def2-TZVPD.

ORCA input file:
```
! wB97M-V def2-TZVPD RIJCOSX def2/J DEFGRID3
* xyz 0 1
C -1.25 -0.20 -0.09
N -0.51 -1.15 -0.10
N 0.75 -0.92 0.38
C 1.32 0.28 0.12
N 0.57 1.29 -0.22
N -0.78 0.95 0.48
H -2.34 -0.43 -0.39
H 1.36 -1.77 0.06
H 2.30 0.32 -0.48
H -1.43 1.64 0.22
*
```

orbital gap = 9.7 eV
energy above the lowest of the compared OMol25 structures with the same formula, charge and spin = 79.8 kcal per mole
total energy = -8095.854 eV
HOMO = -8.8 eV
structure (SMILES) = C1=NNC=NN1



Entry 2:
This record from the OMol25 dataset describes the molecule C2H4N4 in a non-equilibrium geometry. The level of theory is ωB97M-V/def2-TZVPD.

ORCA input file:
```
! wB97M-V def2-TZVPD RIJCOSX def2/J DEFGRID3
* xyz 0 1
C 1.17 0.34 0.63
C -0.16 0.14 0.14
N -1.27 0.00 0.73
N -2.25 -0.51 -0.06
N -1.63 -0.73 -1.27
N -0.35 -0.14 -1.07
H 1.01 0.72 1.78
H 1.48 1.30 0.16
H 1.71 -0.66 0.72
H 0.29 -0.47 -1.77
*
```

orbital gap = 11.0 eV
energy above the lowest of the compared OMol25 structures with the same formula, charge and spin = 68.3 kcal per mole
total energy = -8096.354 eV
HOMO = -10.4 eV
structure (SMILES) = Cc1nnn[nH]1



Entry 3:
This record from the OMol25 dataset describes the molecule C2H4N4 in a non-equilibrium geometry. The level of theory is ωB97M-V/def2-TZVPD.

ORCA input file:
```
! wB97M-V def2-TZVPD RIJCOSX def2/J DEFGRID3
* xyz 0 1
C 1.27 -0.33 -0.05
N 0.49 -1.32 -0.21
N -0.77 -0.86 0.38
C -1.29 0.27 -0.16
N -0.49 1.31 -0.14
N 0.77 0.92 0.23
H 2.36 -0.17 -0.57
H -1.46 -1.75 0.16
H -2.33 0.30 -0.51
H 1.46 1.76 0.36
*
```

orbital gap = 9.0 eV
energy above the lowest of the compared OMol25 structures with the same formula, charge and spin = 78.7 kcal per mole
total energy = -8095.902 eV
HOMO = -8.1 eV
structure (SMILES) = C1=NNC=NN1



Entry 4:
This record from the OMol25 dataset describes the molecule C2H4N4 in a non-equilibrium geometry. The level of theory is ωB97M-V/def2-TZVPD.

ORCA input file:
```
! wB97M-V def2-TZVPD RIJCOSX def2/J DEFGRID3
* xyz 0 1
C -1.54 0.77 -0.60
C 1.63 -0.47 0.12
N -1.89 -0.75 1.11
N -2.20 0.00 0.28
N -0.21 0.49 -0.59
N 0.21 -0.26 0.37
H -2.01 1.59 -1.13
H 1.99 -1.49 0.16
H 1.83 0.09 -0.76
H 2.18 0.05 1.04
*
```

orbital gap = 8.5 eV
energy above the lowest of the compared OMol25 structures with the same formula, charge and spin = 89.9 kcal per mole
total energy = -8095.415 eV
HOMO = -8.7 eV



Entry 5:
This record from the OMol25 dataset describes the molecule C2H4N4 in a non-equilibrium geometry. The level of theory is ωB97M-V/def2-TZVPD.

ORCA input file:
```
! wB97M-V def2-TZVPD RIJCOSX def2/J DEFGRID3
* xyz 0 1
H -2.75 -0.33 -0.68
N -2.01 -0.31 0.06
N -1.15 0.51 -0.18
C 0.49 0.43 -0.63
N 1.09 0.28 0.52
C 0.68 -0.70 1.29
N 0.99 0.80 -1.72
H 1.11 1.81 -1.72
H 1.25 -0.85 2.20
H 0.29 -1.63 0.86
*
```

orbital gap (alpha / beta) = 6.3 / 7.4 eV
energy above the lowest of the compared OMol25 structures with the same formula, charge and spin = 166.5 kcal per mole
total energy = -8092.093 eV
HOMO (alpha / beta) = -7.2 / -8.2 eV
structure (SMILES) = [H]/N=N/C(N=C)=N/[H]



Entry 6:
This record from the OMol25 dataset describes the molecule C2H4N4O in a non-equilibrium geometry. The level of theory is ωB97M-V/def2-TZVPD.

ORCA input file:
```
! wB97M-V def2-TZVPD RIJCOSX def2/J DEFGRID3
* xyz 0 1
N 2.10 0.34 -0.02
C 0.77 0.11 0.00
N 0.25 -0.93 0.66
N -1.15 -0.77 0.33
C -1.27 0.59 -0.36
O -2.42 0.99 -0.29
N -0.05 1.01 -0.63
H 2.74 -0.37 0.30
H 2.44 1.04 -0.67
H -1.44 -1.55 -0.25
H -1.97 -0.45 0.92
*
```

orbital gap = 10.0 eV
energy above the lowest of the compared OMol25 structures with the same formula, charge and spin = 36.8 kcal per mole
total energy = -10145.541 eV
HOMO = -9.3 eV
structure (SMILES) = NC1=N[NH2+]C([O-])=N1